96
Properties=species:S:1:pos:R:3:mulliken_spin:R:1 method="wB97M-V/def2-TZVPD" spin_multiplicity=4 de_lowest_kcal_mol=30.2 s_squared=3.78 e_tot_ev=-113282.848 total_charge=+3 homo_energy_ev="-14.37 / -14.38"
Cr 0.742 0.691 -0.005 3.321
O 0.094 0.445 6.770 0.000
C -0.558 -0.492 5.965 -0.001
C -0.270 -0.201 4.527 0.008
C -0.947 -0.872 3.500 -0.039
C -0.617 -0.593 2.194 -0.047
N 0.301 0.316 1.851 -0.110
C 0.960 0.973 2.831 -0.008
C 0.701 0.730 4.174 0.005
C 1.946 1.904 2.304 0.054
C 2.753 2.744 3.059 0.003
C 3.655 3.591 2.426 0.004
C 4.588 4.424 3.255 0.000
O 5.222 3.542 4.151 0.000
C 3.688 3.580 1.031 -0.001
C 2.858 2.718 0.344 0.007
N 2.007 1.892 0.952 -0.113
H -0.049 0.239 7.700 0.000
H -1.649 -0.481 6.119 0.001
H -0.210 -1.516 6.179 0.002
H -1.702 -1.607 3.726 0.000
H -1.058 -1.144 1.366 0.025
H 1.245 1.235 4.956 0.000
H 2.694 2.747 4.134 0.000
H 4.001 5.186 3.796 0.001
H 5.316 4.939 2.615 0.000
H 5.839 4.029 4.710 0.000
H 4.362 4.226 0.493 0.000
H 2.853 2.685 -0.742 0.001
N 2.814 -0.130 -2.300 0.006
C 3.179 -0.613 -1.058 -0.005
C 4.503 -1.047 -0.900 -0.011
C 4.878 -1.650 0.279 0.006
C 3.906 -1.840 1.259 0.001
C 2.643 -1.336 1.045 0.020
N 2.272 -0.684 -0.071 -0.100
C 1.538 -0.018 -2.813 0.025
C 1.310 -0.378 -4.149 -0.001
C 0.034 -0.300 -4.663 0.004
C -0.985 0.171 -3.838 -0.005
C -0.667 0.556 -2.556 -0.001
N 0.564 0.458 -2.027 0.006
H 3.529 -0.252 -3.009 0.000
H 5.216 -0.920 -1.700 0.000
H 5.892 -1.979 0.433 0.000
H 4.129 -2.366 2.171 0.000
H 1.877 -1.461 1.794 -0.002
H 2.127 -0.733 -4.759 0.000
H -0.166 -0.602 -5.680 0.000
H -1.997 0.248 -4.197 0.000
H -1.427 0.982 -1.915 0.004
C -5.544 -1.970 3.918 0.000
C -4.902 -2.754 2.972 0.000
C -4.232 -2.160 1.914 0.000
C -4.232 -0.780 1.803 0.000
C -4.820 0.012 2.776 0.000
C -5.498 -0.588 3.824 0.000
Sb -3.393 0.189 0.056 0.022
C -4.744 1.880 -0.105 0.001
C -4.321 3.062 -0.691 0.000
C -5.204 4.120 -0.824 0.000
C -6.505 4.000 -0.362 0.000
C -6.930 2.809 0.202 0.000
C -6.054 1.742 0.328 0.000
C -4.161 -0.940 -1.631 0.003
C -3.912 -2.296 -1.751 0.000
C -4.508 -3.004 -2.780 0.000
C -5.316 -2.354 -3.698 0.000
C -5.537 -0.991 -3.586 0.000
C -4.945 -0.273 -2.559 0.000
H -6.080 -2.436 4.729 0.000
H -4.932 -3.830 3.048 0.000
H -3.732 -2.774 1.178 0.000
H -4.781 1.091 2.706 0.000
H -6.001 0.025 4.555 0.000
H -3.304 3.150 -1.056 0.001
H -4.876 5.036 -1.290 0.000
H -7.189 4.832 -0.445 0.000
H -7.948 2.697 0.546 0.000
H -6.399 0.808 0.751 0.000
H -3.264 -2.803 -1.050 0.001
H -4.346 -4.067 -2.862 0.000
H -5.771 -2.906 -4.506 0.000
H -6.177 -0.481 -4.290 0.000
H -5.120 0.792 -2.475 0.000
N 0.092 5.471 -1.207 0.004
N -0.294 4.386 -0.542 0.011
N -0.931 4.432 0.596 -0.001
C -1.011 3.160 0.946 0.030
N -0.435 2.372 0.030 -0.110
N 0.011 3.174 -0.921 -0.023
H -0.417 6.314 -0.971 0.000
H 0.293 5.315 -2.185 0.000
H -1.484 2.822 1.846 0.000
I -0.306 -3.705 -0.492 0.002
I 0.164 -6.308 -0.958 0.000

25
Properties=species:S:1:pos:R:3:nbo_charge:R:1 method="wB97M-V/def2-TZVPD" smiles="C[C@H](NC(=O)CCl)c1ccc(Cl)c(Cl)c1" e_tot_ev=-51629.233 homo_energy_ev=-8.67
C 1.408 2.655 0.922 -0.628
C 1.324 0.996 1.049 -0.099
N 2.332 0.368 0.596 -0.590
C 2.306 0.078 -0.606 0.662
O 1.497 0.541 -1.669 -0.696
C 3.570 -0.512 -1.401 -0.368
Cl 4.691 -0.952 -0.174 -0.061
C 0.009 0.578 0.899 -0.031
C -0.146 -0.883 1.023 -0.170
C -1.365 -1.587 0.979 -0.233
C -2.325 -1.056 0.317 -0.066
Cl -3.927 -1.657 0.054 0.028
C -2.286 0.407 0.058 0.027
Cl -3.607 1.300 -0.844 -0.017
C -0.976 1.253 0.209 -0.140
H 2.484 3.047 1.107 0.220
H 1.377 2.868 -0.259 0.230
H 0.648 3.176 1.347 0.208
H 1.464 1.233 2.038 0.244
H 3.214 0.000 0.976 0.435
H 4.184 0.066 -2.020 0.236
H 3.225 -1.231 -1.815 0.189
H 0.626 -1.343 1.781 0.202
H -1.388 -2.493 1.132 0.208
H -1.053 2.238 0.138 0.212

9
Properties=species:S:1:pos:R:3:nbo_charge:R:1 method="wB97M-V/def2-TZVPD" de_lowest_kcal_mol=112.9 e_tot_ev=-19560.312 total_charge=-1 homo_energy_ev=-3.32
C -0.693 -1.200 0.036 -0.356
C 2.035 0.125 0.067 0.433
C -1.612 -0.124 -0.300 0.488
N -0.870 0.649 0.485 -0.763
O -2.734 -0.004 -0.741 -0.722
O 1.367 1.089 -0.142 -0.409
S 3.325 -0.791 -0.095 -0.106
H 0.421 -1.030 -0.383 0.098
H -1.238 1.286 1.075 0.338

46
Properties=species:S:1:pos:R:3:nbo_charge:R:1 method="wB97M-V/def2-TZVPD" smiles="C=C(C)C[C@H](N)C=O.O.O.O.O.O.O.O.O.O" de_lowest_kcal_mol=131.8 e_tot_ev=-28653.929 homo_energy_ev=-10.07
C 1.153 -2.701 -2.382 -0.380
C 1.044 -1.806 -1.409 -0.008
C 1.686 -1.696 -0.127 -0.684
C 0.116 -0.612 -1.822 -0.447
C 1.000 0.618 -1.714 -0.209
N 0.275 1.803 -2.237 -0.859
C 2.380 0.486 -2.353 0.441
O 3.239 1.355 -2.234 -0.543
H 1.769 -3.661 -2.166 0.189
H 0.531 -2.820 -3.155 0.199
H 1.020 -2.010 0.793 0.258
H 2.006 -0.601 0.213 0.214
H 2.571 -2.256 -0.027 0.237
H -0.302 -0.722 -2.865 0.229
H -0.882 -0.487 -1.143 0.236
H 1.194 0.631 -0.647 0.228
H -0.103 1.555 -3.201 0.377
H 0.866 2.608 -2.329 0.379
H 2.422 -0.391 -2.963 0.138
O -4.036 -1.647 0.691 -0.978
H -3.694 -2.525 0.861 0.501
H -3.703 -1.220 -0.107 0.481
O -0.897 -1.562 3.676 -0.990
H -1.275 -0.771 3.344 0.482
H -1.000 -2.306 3.100 0.495
O -1.309 -2.722 1.194 -1.003
H -1.334 -1.775 1.160 0.481
H -0.762 -3.085 0.485 0.468
O 2.462 2.730 0.476 -0.974
H 3.247 2.410 0.881 0.477
H 2.546 2.587 -0.501 0.493
O 0.644 3.184 2.861 -0.931
H 1.422 3.371 2.359 0.469
H -0.048 3.380 2.259 0.463
O -1.717 -0.372 1.213 -0.963
H -0.965 0.111 1.520 0.514
H -2.567 -0.051 1.325 0.519
O -0.036 0.965 3.855 -0.929
H 0.302 0.230 4.340 0.470
H 0.733 0.936 3.220 0.463
O -2.440 0.239 -2.440 -0.955
H -3.027 0.960 -2.643 0.474
H -1.725 0.687 -1.858 0.474
O -1.072 2.229 0.512 -0.911
H -1.128 1.793 -0.229 0.452
H -0.610 2.937 0.218 0.461

165
Properties=species:S:1:pos:R:3:mulliken_spin:R:1 method="wB97M-V/def2-TZVPD" spin_multiplicity=3 de_lowest_kcal_mol=8.2 s_squared=2.01 e_tot_ev=-79517.770 total_charge=+1 homo_energy_ev="-10.60 / -10.60"
Pd -10.797 4.046 -20.892 1.301
C -8.866 7.550 -20.587 -0.028
C -10.127 7.048 -19.894 0.020
C -10.877 8.247 -19.325 0.058
O -10.915 6.210 -20.670 0.574
H -8.251 6.732 -20.972 0.007
H -8.244 8.130 -19.903 -0.002
H -9.127 8.185 -21.441 0.007
H -9.796 6.441 -19.024 -0.067
H -10.999 8.987 -20.123 0.005
H -10.368 8.684 -18.469 0.002
H -11.887 7.964 -19.014 -0.004
C -11.652 6.728 -16.120 0.000
C -12.065 6.045 -14.851 0.000
C -10.904 5.512 -14.034 0.000
O -10.366 4.355 -14.633 0.000
C -9.001 4.156 -14.347 0.001
N -12.930 6.967 -14.099 0.000
H -10.967 7.581 -16.000 0.000
H -12.485 7.113 -16.707 -0.001
H -10.963 6.144 -16.745 0.001
H -12.742 5.224 -15.118 0.000
H -11.288 5.258 -13.033 0.000
H -10.164 6.309 -13.869 0.000
H -8.803 4.081 -13.274 0.000
H -8.352 4.943 -14.761 -0.001
H -8.692 3.235 -14.842 0.000
H -12.558 7.912 -14.105 0.000
H -12.975 6.697 -13.122 0.000
C -5.863 6.980 -22.684 -0.001
C -5.154 5.843 -21.970 0.000
C -3.879 6.353 -21.326 0.000
O -3.062 7.133 -22.180 0.000
C -2.605 6.441 -23.327 0.000
N -6.142 5.351 -20.949 0.001
H -6.135 7.831 -22.051 0.000
H -6.803 6.755 -23.196 0.000
H -5.209 7.403 -23.446 0.000
H -5.024 5.019 -22.671 0.001
H -3.245 5.516 -20.984 0.000
H -4.065 6.984 -20.455 0.000
H -3.408 6.157 -24.008 0.000
H -2.039 5.552 -23.014 0.000
H -1.894 7.111 -23.804 0.000
H -5.793 4.466 -20.578 0.000
H -6.088 5.984 -20.151 0.000
C -7.899 3.859 -24.201 0.010
C -9.058 4.333 -23.317 -0.042
C -10.340 3.703 -23.779 0.034
O -11.418 4.232 -23.013 -0.023
C -12.704 3.798 -23.465 0.003
N -8.768 4.032 -21.886 0.105
H -8.033 4.180 -25.233 -0.001
H -7.766 2.775 -24.184 0.001
H -6.995 4.326 -23.807 -0.003
H -9.128 5.413 -23.458 0.004
H -10.286 2.612 -23.654 0.007
H -10.500 3.949 -24.831 0.004
H -13.439 4.258 -22.813 0.005
H -12.791 2.707 -23.379 0.004
H -12.883 4.068 -24.505 0.001
H -8.050 4.702 -21.597 -0.029
H -8.358 3.102 -21.847 0.007
C -15.651 8.888 -20.781 0.000
C -14.508 8.125 -20.145 -0.003
C -14.804 7.618 -18.747 -0.001
O -15.282 8.602 -17.873 0.000
C -14.335 9.591 -17.545 0.000
N -14.047 7.032 -21.027 0.005
H -15.812 9.846 -20.291 0.000
H -16.571 8.300 -20.749 0.000
H -15.450 9.073 -21.839 0.000
H -13.644 8.811 -20.067 0.001
H -13.899 7.153 -18.313 0.000
H -15.566 6.836 -18.833 0.000
H -13.440 9.135 -17.102 0.000
H -14.804 10.234 -16.801 0.000
H -14.074 10.216 -18.403 0.000
H -13.825 7.390 -21.954 -0.001
H -13.178 6.664 -20.646 -0.034
C -11.699 9.597 -23.368 -0.002
C -11.674 8.293 -24.163 0.001
C -10.256 7.998 -24.593 0.001
O -10.227 6.822 -25.385 0.000
C -9.084 6.753 -26.207 0.000
N -12.231 7.205 -23.307 -0.002
H -11.556 10.453 -24.026 0.000
H -10.913 9.568 -22.607 0.001
H -12.662 9.689 -22.864 0.000
H -12.324 8.326 -25.040 0.001
H -9.627 7.872 -23.699 -0.003
H -9.873 8.839 -25.188 0.000
H -8.150 6.841 -25.636 0.000
H -9.073 7.577 -26.936 0.000
H -9.155 5.829 -26.777 0.000
H -11.734 6.357 -23.588 -0.001
H -11.770 7.316 -22.394 -0.012
C -6.636 13.339 -16.219 0.000
C -6.881 13.749 -17.656 0.000
C -8.232 13.321 -18.202 0.000
O -8.216 11.974 -18.588 0.000
C -9.136 11.671 -19.596 0.001
N -6.779 15.221 -17.783 0.000
H -7.437 13.640 -15.545 0.000
H -5.715 13.799 -15.852 0.000
H -6.476 12.260 -16.154 0.000
H -6.153 13.276 -18.331 0.000
H -8.463 13.992 -19.048 0.000
H -9.046 13.566 -17.501 0.000
H -9.134 10.604 -19.814 0.000
H -8.883 12.217 -20.515 0.000
H -10.174 11.935 -19.346 0.000
H -6.767 15.452 -18.777 0.000
H -5.821 15.472 -17.542 0.000
C -14.109 4.396 -17.890 0.007
C -12.805 4.360 -18.677 -0.052
C -11.661 3.681 -17.980 0.019
O -10.469 3.913 -18.718 0.017
C -9.294 3.552 -18.014 0.013
N -12.995 3.893 -20.071 0.066
H -14.855 4.990 -18.416 -0.002
H -13.955 4.767 -16.879 0.000
H -14.552 3.392 -17.827 0.001
H -12.488 5.414 -18.702 0.011
H -11.832 2.589 -17.905 -0.002
H -11.603 3.976 -16.929 0.002
H -9.248 4.101 -17.071 -0.002
H -8.461 3.882 -18.637 0.002
H -9.187 2.481 -17.825 0.004
H -13.853 4.319 -20.418 0.001
H -13.202 2.898 -19.967 0.004
C -8.145 7.671 -16.462 0.001
C -6.855 8.356 -15.991 0.000
C -6.366 9.276 -17.091 0.000
O -6.018 8.409 -18.164 0.000
C -5.743 9.083 -19.362 -0.001
N -7.047 9.080 -14.734 0.000
H -7.930 7.096 -17.368 -0.001
H -8.908 8.435 -16.633 0.000
H -8.555 6.932 -15.768 0.001
H -6.127 7.562 -15.804 0.000
H -5.439 9.776 -16.793 0.000
H -7.183 9.956 -17.362 0.000
H -4.884 9.756 -19.235 0.000
H -6.599 9.709 -19.656 0.000
H -5.564 8.388 -20.178 0.000
H -7.669 9.874 -14.881 0.000
H -7.549 8.518 -14.055 0.000
C -7.825 10.029 -23.549 0.001
C -7.395 10.173 -24.993 0.000
C -7.036 11.617 -25.318 0.000
O -8.203 12.408 -25.217 0.000
C -8.078 13.664 -25.850 0.000
N -6.209 9.304 -25.179 0.000
H -6.966 10.178 -22.886 0.000
H -8.273 9.058 -23.350 0.000
H -8.540 10.810 -23.278 0.000
H -8.144 9.797 -25.693 0.000
H -6.595 11.650 -26.320 0.000
H -6.327 11.970 -24.554 0.000
H -7.809 13.570 -26.907 0.000
H -7.369 14.298 -25.310 0.000
H -9.063 14.129 -25.826 0.000
H -5.651 9.597 -25.975 0.000
H -5.583 9.341 -24.384 0.000

16
Properties=species:S:1:pos:R:3:nbo_charge:R:1 method="wB97M-V/def2-TZVPD" smiles=CC.CC de_lowest_kcal_mol=6.1 e_tot_ev=-4342.262 homo_energy_ev=-11.61
C 1.563 -0.542 -0.458 -0.602
C 2.753 -1.443 -0.044 -0.605
H 1.030 -0.089 0.373 0.202
H 1.940 0.230 -1.131 0.199
H 0.884 -1.144 -1.064 0.198
H 3.530 -0.894 0.490 0.199
H 2.410 -2.162 0.699 0.202
H 3.129 -1.828 -0.979 0.205
C -2.002 0.934 0.991 -0.613
C -2.314 1.044 -0.495 -0.615
H -2.725 1.358 1.692 0.204
H -1.874 -0.096 1.306 0.203
H -1.085 1.470 1.243 0.203
H -1.981 1.986 -0.920 0.207
H -3.366 0.903 -0.761 0.204
H -1.866 0.176 -0.985 0.206

10
Properties=species:S:1:pos:R:3:nbo_charge:R:1 method="wB97M-V/def2-TZVPD" smiles="C=COp1[nH]o1" de_lowest_kcal_mol=84.1 e_tot_ev=-17009.762 homo_energy_ev=-9.46
C -1.491 -0.431 -0.571 -0.498
C -1.145 0.775 -0.008 0.141
O 0.191 1.048 0.240 -0.819
P 1.451 0.437 -0.554 1.470
N 2.362 -0.198 0.632 -0.662
O 1.494 -1.117 0.001 -0.640
H -2.410 -0.697 -0.971 0.214
H -0.644 -1.162 -0.565 0.218
H -1.789 1.620 0.183 0.196
H 1.982 -0.275 1.612 0.380

70
Properties=species:S:1:pos:R:3:mulliken_spin:R:1 method="wB97M-V/def2-TZVPD" spin_multiplicity=3 de_lowest_kcal_mol=9.7 s_squared=2.00 e_tot_ev=-60399.057 total_charge=+2 homo_energy_ev="-12.12 / -13.91"
Ti 0.173 -0.301 -0.056 1.866
N 1.235 0.768 -1.908 0.023
C 1.405 2.232 -1.742 0.002
C 1.367 2.562 -0.266 0.022
N 0.209 1.927 0.401 -0.083
C -1.077 2.545 -0.033 0.014
C -1.770 1.832 -1.192 0.014
N -1.824 0.358 -0.983 0.018
C 0.398 2.034 1.869 0.019
C -0.659 1.266 2.643 0.005
N -0.918 -0.071 2.036 0.014
H 2.153 0.333 -1.940 0.001
H 0.835 0.554 -2.816 0.007
H 0.604 2.740 -2.276 -0.002
H 2.339 2.586 -2.180 0.001
H 1.360 3.645 -0.105 0.003
H 2.265 2.170 0.219 -0.001
H -0.912 3.593 -0.305 0.001
H -1.753 2.559 0.819 -0.004
H -1.261 2.003 -2.136 -0.003
H -2.771 2.255 -1.296 0.003
H -2.120 -0.071 -1.854 0.004
H -2.582 0.157 -0.336 0.007
H 0.402 3.084 2.185 0.001
H 1.384 1.623 2.086 0.007
H -1.601 1.810 2.673 -0.002
H -0.336 1.166 3.680 0.000
H -1.900 -0.293 2.168 0.005
H -0.415 -0.777 2.568 0.006
N -2.272 -8.490 -6.951 0.000
C -1.801 -7.702 -6.261 0.000
C -1.212 -6.710 -5.399 0.000
C -1.932 -6.225 -4.312 0.000
C -1.368 -5.275 -3.479 0.001
C -0.092 -4.807 -3.752 0.001
C 0.636 -5.280 -4.832 0.000
C 0.072 -6.241 -5.656 0.000
N 0.493 -3.809 -2.900 0.005
C 1.832 -3.626 -2.635 0.010
C 1.909 -2.561 -1.797 0.030
N 0.641 -2.081 -1.530 -0.085
C -0.174 -2.862 -2.212 0.034
H -2.925 -6.603 -4.112 0.000
H -1.922 -4.935 -2.614 -0.001
H 1.620 -4.895 -5.057 0.000
H 0.624 -6.618 -6.505 0.000
H 2.589 -4.273 -3.040 0.000
H 2.790 -2.132 -1.351 0.004
H -1.246 -2.759 -2.264 -0.004
C 0.332 -3.903 3.366 0.001
N 0.501 -3.063 2.181 0.003
C -0.623 -3.121 1.268 -0.068
C 1.681 -2.408 1.929 0.043
N 1.689 -1.284 1.246 -0.042
N 2.795 -2.935 2.495 0.007
C 3.986 -2.116 2.650 0.002
C 3.021 -4.381 2.533 0.000
H -0.623 -3.660 3.833 0.000
H 1.125 -3.701 4.079 0.000
H 0.331 -4.968 3.126 0.000
H -0.617 -4.043 0.678 -0.002
H -0.692 -2.301 0.542 0.064
H -1.548 -3.094 1.847 -0.005
H 2.654 -1.016 1.090 0.054
H 3.720 -1.116 2.988 0.000
H 4.570 -2.048 1.725 -0.001
H 4.619 -2.569 3.410 0.000
H 2.203 -4.904 2.046 0.000
H 3.124 -4.744 3.556 0.000
H 3.937 -4.608 1.988 0.000

16
Properties=species:S:1:pos:R:3:nbo_charge:R:1 method="wB97M-V/def2-TZVPD" de_lowest_kcal_mol=45.9 e_tot_ev=-8856.803 total_charge=-1 homo_energy_ev=-3.08
C -0.070 0.626 0.892 -0.066
O -0.622 1.672 0.131 -0.760
C 0.615 -0.626 0.211 -0.087
C 2.109 -0.399 -0.225 -0.600
N -0.182 -0.996 -0.963 -0.866
H 0.546 1.184 1.692 0.149
H -0.939 0.178 1.647 0.159
H 0.751 -1.400 0.919 0.164
H 2.225 0.629 -0.958 0.186
H 2.471 -1.253 -0.776 0.202
H 2.770 -0.103 0.597 0.185
H -1.052 -0.430 -0.899 0.429
H -0.647 -1.883 -0.695 0.343
H -1.604 1.494 0.128 0.510
H -3.166 1.143 -0.909 0.379
O -3.207 0.165 -0.793 -1.326

21
Properties=species:S:1:pos:R:3:nbo_charge:R:1 method="wB97M-V/def2-TZVPD" de_lowest_kcal_mol=49.4 e_tot_ev=-12349.166 homo_energy_ev=-8.45
H -1.764 2.420 0.080 0.340
N -0.815 2.048 0.146 -0.745
C -0.830 0.760 0.314 0.472
C -2.166 0.058 0.462 -0.699
N 0.374 0.086 0.781 -0.321
C 1.562 0.845 1.145 -0.425
N 0.287 -1.291 1.101 -0.669
H -2.915 0.720 0.903 0.228
H -2.514 -0.223 -0.537 0.213
H -2.162 -0.875 1.026 0.246
H 1.393 1.901 1.370 0.234
H 2.079 0.404 2.003 0.197
H 2.270 0.879 0.311 0.189
H 0.660 -1.496 2.030 0.346
H 0.933 -1.799 0.477 0.376
N -0.123 -0.712 -2.008 -0.839
C 1.263 -0.713 -1.810 0.539
O 1.877 -1.642 -1.296 -0.627
H -0.629 -1.404 -1.463 0.408
H -0.548 0.005 -2.582 0.409
H 1.767 0.029 -2.454 0.125